(1)
C25H41O13PdS4 as an isolated structure at a distorted geometry, computed with ωB97M-V/def2-TZVPD.

Last column: Mulliken spin population.
Positions of all 84 atoms, in Å:
Pd 0.0112 -0.5896 -0.5132  1.59
C 2.6181 2.4768 -2.7372  0.00
C 2.8690 1.3597 -1.7673  0.03
C 3.5462 1.8441 -0.4050  0.00
O 1.7232 0.5808 -1.4151  0.02
H 2.3278 2.0473 -3.6960  0.00
H 3.6223 2.8978 -2.7872  0.00
H 1.7663 3.0547 -2.3789  0.00
H 3.6397 0.7587 -2.2499  0.00
H 3.9792 1.0619 0.2185  0.00
H 2.8779 2.4250 0.2307  0.00
H 4.3238 2.5943 -0.5489  0.00
C -2.7162 0.1646 -3.8525  0.01
C -2.7967 -0.3099 -5.2289  0.00
C -1.6508 -1.2506 -5.6831  0.00
O -1.6525 -1.4615 -6.8948  0.00
C -0.6587 -1.7685 -4.7225  0.01
C -0.7320 -1.3111 -3.4532  0.00
C -1.8275 -0.3863 -2.9690  -0.04
O -1.8540 0.0838 -1.7468  0.10
O 0.0725 -1.8915 -2.5692  0.21
O -3.6779 0.0475 -6.0752  0.00
H -3.4911 0.8063 -3.4598  0.00
H 0.0685 -2.4545 -5.1311  0.00
C -4.2995 0.4146 2.2561  0.00
C -3.7223 0.0803 3.6783  0.00
C -2.4146 -0.7055 3.4805  0.00
S -2.5139 -1.5369 1.8496  0.01
O -2.7302 -2.9701 2.0209  0.00
O -1.4932 -1.0466 0.9421  0.03
C -4.1554 -0.8097 1.3761  0.00
H -3.6509 1.1907 1.8496  0.00
H -5.3552 0.6855 2.2439  0.00
H -4.5445 -0.4403 4.1693  0.00
H -3.4935 1.0160 4.1885  0.00
H -2.2001 -1.4643 4.2331  0.00
H -1.5060 -0.1059 3.5352  0.00
H -4.7619 -1.5663 1.8739  0.00
H -4.2495 -0.7838 0.2905  0.00
C 4.0769 0.9290 3.5795  0.00
C 3.1251 2.1682 3.4938  0.00
C 1.7037 1.7456 3.1569  0.00
S 1.6634 -0.1102 2.8344  0.00
O 1.0278 -0.3693 1.5224  -0.01
O 1.1093 -0.7490 4.0154  0.00
C 3.4694 -0.2616 2.7727  0.00
H 4.0925 0.5289 4.5933  0.00
H 5.0673 1.2081 3.2197  0.00
H 3.5090 2.8538 2.7384  0.00
H 3.1061 2.7348 4.4248  0.00
H 1.3416 2.1952 2.2323  0.00
H 1.0877 1.9796 4.0252  0.00
H 3.6504 -0.1831 1.7007  0.00
H 3.7489 -1.3015 2.9418  0.00
C -2.3226 4.4430 -2.3045  0.00
C -3.3737 4.4889 -1.0918  0.00
C -3.0528 3.4309 -0.0423  0.00
S -1.2235 3.3179 0.0411  0.00
O -0.6656 1.9694 0.3468  0.01
O -0.8844 4.4453 0.8682  0.00
C -1.0099 3.6684 -1.7813  0.00
H -2.0714 5.4254 -2.7044  0.00
H -2.8130 3.9336 -3.1340  0.00
H -4.3546 4.2200 -1.4838  0.00
H -3.3247 5.4965 -0.6791  0.00
H -3.3207 2.4411 -0.4119  0.00
H -3.3853 3.6214 0.9782  0.00
H -0.9665 2.6465 -2.1581  0.00
H -0.0860 4.2377 -1.8830  0.00
C 1.3454 -6.0061 -0.3456  0.00
C 2.8274 -5.6889 -0.6084  0.00
C 3.0052 -4.1961 -0.6032  0.00
S 1.7797 -3.5900 0.6508  0.00
O 0.9786 -2.5477 0.0864  0.02
O 2.5769 -3.4241 1.8838  0.00
C 0.9353 -5.1498 0.9370  0.00
H 1.1194 -7.0709 -0.2872  0.00
H 0.8174 -5.6246 -1.2195  0.00
H 3.1651 -6.2305 -1.4921  0.00
H 3.4638 -6.1143 0.1676  0.00
H 2.7393 -3.7062 -1.5399  0.00
H 4.0385 -3.9046 -0.4153  0.00
H -0.1454 -5.0075 0.9273  0.00
H 1.1314 -5.6308 1.8952  0.00

Output
ΔE to the lowest compared entry with this formula, charge and spin in kcal per mole: 84.45
Molar mass in g/mol: 784.3
Total charge: -1
HOMO level (spin up / spin down) in eV: -3.97 / -3.94
Orbital gap (spin up / spin down) in eV: 5.9 / 5.8
⟨S²⟩: 2.006
DFT total energy in Eh: -3675.7529
2S+1: 3

=====

(2)
C25H25ClN4O5 in the gas phase at a distorted geometry, computed with ωB97M-V/def2-TZVPD.

Last column: Mulliken charge in e.
Positions of all 60 atoms, in Å:
C 2.4711 -0.5416 7.0803  -1.14
C 1.4862 0.0081 6.3894  0.57
C 1.2974 1.4821 6.2085  -1.31
C 0.3858 -0.8243 5.8049  0.83
O -0.7243 -0.8704 6.3233  -0.78
N 0.6792 -1.4815 4.6703  0.25
C 1.9717 -1.4738 4.0163  -1.52
C 1.7823 -2.3216 2.7493  1.94
C 1.5241 -1.5284 1.4613  -1.03
C 2.6525 -2.0303 0.5927  0.18
C 2.8749 -1.6286 -0.7820  0.30
C 4.0293 -2.0346 -1.4559  -0.91
C 4.2341 -1.6456 -2.7643  -0.70
C 3.3076 -0.8580 -3.4282  -0.58
C 2.1516 -0.4551 -2.7664  0.48
N 1.1652 0.3295 -3.3717  -0.01
C 1.1400 0.8622 -4.6125  0.16
O 2.0002 0.7658 -5.4578  -0.68
C -0.1385 1.6627 -4.8990  -0.21
O -1.0203 1.6183 -3.8001  -0.22
C -2.2181 2.2697 -3.8864  0.47
C -2.6416 3.0149 -4.9800  -0.31
C -3.8780 3.6389 -4.9552  -0.76
C -4.6913 3.5200 -3.8429  0.28
Cl -6.2329 4.3024 -3.8179  -0.22
C -4.2793 2.7766 -2.7463  -0.67
C -3.0487 2.1559 -2.7708  -0.38
C 1.9414 -0.8381 -1.4455  -0.25
N 3.4129 -2.8502 1.2063  -0.68
O 2.9892 -3.0651 2.4799  -0.38
C 0.6445 -3.2736 3.1462  -1.72
C -0.2448 -2.4296 4.0496  -0.01
C -1.3570 -1.7039 3.2543  0.28
N -2.2032 -1.0328 4.0416  -0.30
O -1.4546 -1.7694 2.0460  -0.68
H 2.5494 -1.6069 7.2166  0.32
H 3.2295 0.0589 7.5542  0.32
H 1.2678 1.7378 5.1492  0.30
H 2.1004 2.0359 6.6871  0.42
H 0.3454 1.7795 6.6469  0.31
H 2.2962 -0.4539 3.7950  0.37
H 2.7345 -1.9506 4.6414  0.39
H 0.5421 -1.7494 1.0438  0.56
H 1.6015 -0.4496 1.6113  0.50
H 4.7430 -2.6491 -0.9322  0.50
H 5.1273 -1.9579 -3.2835  0.39
H 3.4696 -0.5562 -4.4491  0.55
H 0.3487 0.5201 -2.8026  0.08
H 0.1645 2.6939 -5.1256  0.36
H -0.6003 1.2347 -5.7984  0.36
H -2.0244 3.1207 -5.8574  0.39
H -4.2049 4.2173 -5.8047  0.39
H -4.9189 2.6854 -1.8830  0.39
H -2.7116 1.5715 -1.9295  0.46
H 1.0385 -0.5241 -0.9422  0.49
H 0.0981 -3.6421 2.2802  0.38
H 1.0709 -4.1170 3.6896  0.40
H -0.7351 -3.0160 4.8351  0.52
H -2.9557 -0.5108 3.6228  0.25
H -2.0136 -0.9550 5.0389  0.28

Output
ΔE to the lowest compared entry with this formula, charge and spin in kcal per mole: 73.81
SMILES: C=C(C)C(=O)N1C[C@]2(CC(c3cccc(NC(=O)COc4ccc(Cl)cc4)c3)=NO2)C[C@@H]1C(N)=O
Molar mass in g/mol: 497.0
HOMO level in eV: -8.47
Orbital gap in eV: 8.9
DFT total energy in Eh: -2023.0943
2S+1: 1

=====

(3)
C2H3IN4 in the gas phase at a distorted geometry, computed with ωB97M-V/def2-TZVPD.

Last column: Mulliken charge in e.
Positions of all 10 atoms, in Å:
C 0.3412 1.2889 -0.6235  0.01
C -0.5441 -0.6259 -0.4737  -0.40
N -0.3528 0.4142 -1.2983  -0.49
N 0.8249 0.8432 0.5496  -0.81
N 0.4178 -0.3884 0.6635  1.14
N 0.9121 -1.2744 1.4269  -0.77
I -3.1175 -0.0443 -0.4905  0.02
H 0.5129 2.2842 -0.9815  0.42
H -0.6346 -1.6549 -0.7753  0.56
H 1.6401 -0.8426 2.0029  0.31

Output
ΔE to the lowest compared entry with this formula, charge and spin in kcal per mole: 38.48
Molar mass in g/mol: 210.0
HOMO level (spin up / spin down) in eV: -9.23 / -8.90
Orbital gap (spin up / spin down) in eV: 7.4 / 6.5
DFT total energy in Eh: -594.5987
2S+1: 1

=====

(4)
C2H2BrCl2NO in the gas phase at a distorted geometry, computed with ωB97M-V/def2-TZVPD.

Last column: Mulliken charge in e.
Positions of all 9 atoms, in Å:
O 0.7534 0.6299 1.6701  -0.50
C 0.4839 0.1776 0.6116  0.63
N 1.2169 -0.2836 -0.3764  -0.29
Br 3.0905 -0.2610 -0.2786  0.01
C -1.2973 0.1235 0.1336  -0.14
Cl -1.6218 -1.4012 -0.6836  -0.17
Cl -1.5790 1.5021 -0.9108  -0.13
H 0.8274 -0.6867 -1.2170  0.25
H -1.8741 0.1994 1.0510  0.33

Output
ΔE to the lowest compared entry with this formula, charge and spin in kcal per mole: 19.53
SMILES: O=C(NBr)C(Cl)Cl
Molar mass in g/mol: 206.9
HOMO level in eV: -9.87
Orbital gap in eV: 9.4
DFT total energy in Eh: -3701.7615
2S+1: 1

=====

(5)
C14H20Cl2N2O2PScSe as an isolated structure at a distorted geometry, computed with ωB97M-V/def2-TZVPD.

Last column: Mulliken charge in e.
Positions of all 43 atoms, in Å:
C -0.7867 5.4453 2.9741  -1.06
C -1.1390 4.2655 2.1589  0.92
H 0.2723 5.3976 3.2469  0.32
H -1.3938 5.4661 3.8820  0.40
H -0.9718 6.3778 2.4185  0.33
O -0.3618 3.7101 1.3476  -0.41
Cl -2.7280 3.5345 2.4303  -0.10
Sc -1.1042 2.0094 0.2601  0.11
P 0.5265 2.4221 -1.7607  1.28
C 2.2505 2.0537 -2.1875  -1.23
C -0.2718 2.1995 -3.3878  -1.24
H -0.3157 4.6231 -1.0987  0.34
H 0.7217 4.6991 -2.5628  0.45
H 1.4545 4.4971 -0.9296  0.38
C 0.6012 4.2376 -1.5721  -1.29
H -1.3544 2.3575 -3.2907  0.33
H 0.1540 2.9034 -4.1186  0.45
H 2.5561 2.6222 -3.0806  0.40
H 2.3553 0.9795 -2.3842  0.39
H -0.1061 1.1665 -3.7250  0.36
H 2.9029 2.3150 -1.3460  0.40
C 0.7788 0.6198 0.4582  0.35
O 1.6365 -0.1481 0.6340  -0.18
Cl -2.9125 2.8099 -0.9278  -0.27
C -1.2228 -2.2302 2.1556  -1.08
N -0.5902 -2.7477 0.9481  0.43
C -0.7106 -2.2103 -0.3101  -0.26
Se -1.6033 -0.6380 -0.7284  -0.12
N -0.1277 -3.1395 -1.1453  0.01
C 0.3402 -4.2432 -0.4247  0.31
C 0.7359 -5.5128 -0.8296  -0.69
C 0.8653 -6.5085 0.1573  -0.58
C 0.6199 -6.2076 1.5106  -0.57
C 0.2300 -4.9262 1.9152  -0.81
C 0.0779 -3.9760 0.9093  1.03
H -2.0390 -1.5492 1.8638  0.37
H -0.4843 -1.6790 2.7549  0.32
H -1.6216 -3.0869 2.7296  0.37
H -0.0897 -3.0316 -2.1537  0.22
H 0.9262 -5.7096 -1.8832  0.39
H 1.1506 -7.5344 -0.1101  0.40
H 0.7295 -6.9930 2.2508  0.41
H 0.0492 -4.6403 2.9514  0.41

Output
ΔE to the lowest compared entry with this formula, charge and spin in kcal per mole: 0.00
Molar mass in g/mol: 474.1
Total charge: +2
HOMO level in eV: -14.09
Orbital gap in eV: 6.7
DFT total energy in Eh: -5228.9653
2S+1: 1